No. 1
Computed, not measured: an isolated molecule of C4H6INO at a distorted geometry, with the ωB97M-V functional and the def2-TZVPD basis.

```
13
Properties=species:S:1:pos:R:3:forces:R:3:nbo_charge:R:1
C 0.5526 1.3187 -0.6113 -3.0024 0.0798 1.4719 -0.6327
C 0.1400 0.3692 0.5473 -0.3912 3.0669 2.2543 -0.0298
C 0.7486 -1.0120 0.4776 0.7628 -1.0153 -1.9188 -0.5145
C -0.6230 -1.4795 0.0574 -2.6741 -1.5025 -0.7556 0.6706
O -1.1811 -2.4718 -0.3662 1.0805 0.6677 0.5809 -0.5803
N -1.1405 -0.2250 0.2613 -0.9069 -0.2201 0.0981 -0.5998
I -2.9036 0.7205 -0.1237 0.5756 -0.5038 0.0203 0.3395
H 0.0159 0.8750 -1.4512 0.9619 0.0668 -0.5805 0.2212
H 1.5729 1.3526 -0.5617 2.7518 0.0673 -0.8904 0.2152
H 0.1802 2.3629 -0.5386 0.0318 -0.7000 0.3508 0.2240
H 0.0730 0.8609 1.5795 0.6160 -0.4845 -1.3345 0.1964
H 1.2601 -1.6504 1.2022 -0.1704 0.8069 0.3455 0.2578
H 1.3050 -1.0212 -0.4727 0.3646 -0.3292 0.3581 0.2324
```
Positions in Å, forces in eV/Å.

Output
SMILES string: C[C@@H]1CC(=O)N1I
LUMO, eV: -0.3153
Kohn-Sham gap, eV: 8.81
Relative energy (zero: lowest compared OMol25 entry of this formula, charge and spin), eV: 1.818

=====

No. 2
Computed, not measured: a structure of composition C24H60CuN4O13 at a distorted geometry, with the ωB97M-V functional and the def2-TZVPD basis.

```
102
Properties=species:S:1:pos:R:3:forces:R:3:lowdin_charge:R:1
Cu 2.0121 -4.4204 -1.3790 0.0350 0.5727 0.7273 0.8480
O -2.2710 -5.4528 2.4865 0.8551 -2.1525 -1.6405 0.1678
C -1.4815 -6.2527 1.6985 -1.8793 1.3261 2.4466 -0.7354
O -0.4419 -5.8385 1.2291 2.0372 0.8679 -1.3124 0.1939
O -1.6593 -7.4544 1.4663 -0.8403 -0.9153 0.0457 0.2476
H -1.8686 -4.5978 2.3174 -0.0375 1.0773 0.3453 0.1253
O 1.1366 -0.2846 2.4473 2.2574 3.1497 2.8173 0.1388
C 0.3395 -0.9151 1.7035 -1.5958 -5.6444 -5.4404 -1.0246
O -0.8125 -1.1367 2.0790 -2.3118 0.7670 1.6926 -0.0378
O 0.7810 -1.4337 0.6715 1.8193 -0.6766 -2.5260 -0.0690
H 0.3216 -0.0868 2.9144 0.0385 1.7653 3.0735 0.0907
C 3.0734 6.2666 2.6367 -0.8880 -0.7961 -0.5685 -0.0760
C 2.7325 4.7642 2.7954 1.1704 0.9020 1.2481 -0.3563
O 2.6288 4.1350 1.5673 -0.4788 -0.2872 -1.2703 -0.0712
H 2.9568 6.8235 3.5664 -0.0786 -0.1423 -0.0234 0.0676
H 2.2699 6.5102 1.9416 -0.0536 0.8361 0.0384 0.0690
H 3.9936 6.5839 2.1461 0.2229 -0.6203 0.1413 0.0667
H 1.7736 4.7322 3.3127 -0.0846 -0.0112 0.2724 0.1080
H 3.4611 4.1670 3.3436 0.1913 0.4060 0.7159 0.1053
H 2.2022 3.3040 1.7886 -0.0054 -0.3331 -0.5634 0.0856
C -3.6843 1.9541 -2.4948 -0.7199 0.4670 1.1116 -0.0901
O -4.6409 2.8130 -3.1617 0.6674 -1.2805 1.0702 -0.1718
C -4.7034 2.6773 -4.5555 1.0895 1.0435 -0.3821 -0.2612
C -6.0416 2.2667 -5.0405 -1.4901 -1.4350 1.8875 -0.2604
N -6.1796 1.7818 -6.3685 1.3949 0.3317 -1.1364 -0.0708
C -6.1341 2.7410 -7.5088 -0.0968 -0.3818 0.1061 -0.1573
C -4.7222 3.4071 -7.7967 -1.0491 0.1696 1.0397 -0.1888
O -4.7213 4.3871 -8.8555 0.4874 -1.2922 0.3249 -0.1753
C -4.9229 3.8316 -10.1484 -1.7781 -0.0064 -0.0885 -0.1266
H -2.6481 2.2922 -2.4848 0.0269 0.3635 -0.6874 0.0820
H -3.6966 0.8869 -2.7164 -0.3326 0.0257 -0.8195 0.0836
H -3.9585 1.9725 -1.4400 -0.1803 0.1987 0.0393 0.0832
H -4.0116 1.9063 -4.8948 0.3300 0.1989 -0.2558 0.1254
H -4.4471 3.6691 -4.9278 0.4093 -0.0630 -0.3916 0.1096
H -6.8806 2.8319 -4.6347 0.0233 1.3160 -0.4281 0.1243
H -6.2301 1.3959 -4.4126 0.1088 -0.6057 0.0698 0.1219
H -6.8214 1.0051 -6.2994 -0.0840 0.3870 -1.3016 0.1102
H -6.8941 3.4999 -7.3231 0.1488 0.5616 -0.1560 0.1124
H -6.4204 2.2628 -8.4455 -0.1784 -0.4368 0.2140 0.0997
H -3.9559 2.6371 -7.8853 -0.0082 -0.2238 -0.6402 0.1168
H -4.4442 3.9234 -6.8779 0.0302 0.4307 -0.3355 0.0892
H -4.7186 4.5496 -10.9426 0.7076 0.0416 0.3563 0.0868
H -5.9897 3.6546 -10.2854 -0.4720 0.0485 0.0591 0.0709
H -4.5405 2.8336 -10.3623 0.9870 0.1290 0.3512 0.0866
C 1.3927 -2.6993 9.6967 -1.2837 0.0527 0.0287 -0.1108
O 0.8173 -1.4883 9.2019 -0.4459 0.2443 -0.8425 -0.2139
C -0.4634 -1.7477 8.5231 -0.0401 0.5433 0.4252 -0.1858
C -1.0552 -0.4139 7.9637 2.0287 -0.9855 -0.5964 -0.2132
N -1.0890 0.6265 8.9589 -1.1931 0.7497 -0.2833 -0.0701
C -2.2343 0.5228 9.8942 0.9065 0.8235 0.3591 -0.1832
C -2.3480 1.8077 10.7575 -0.7033 -0.6516 0.0067 -0.1800
O -3.6250 1.7405 11.5013 2.5676 -1.9396 -0.7692 -0.2055
C -3.7472 2.6951 12.5102 -0.8628 0.4914 -0.5500 -0.1396
H 2.3450 -2.6351 10.2232 -0.1194 0.9811 -0.0414 0.0829
H 1.5726 -3.4186 8.8977 -0.3162 -0.1617 -0.1682 0.0797
H 0.6208 -3.0278 10.3926 0.3314 -0.9537 0.2173 0.0832
H -1.2312 -2.1132 9.2050 0.3351 -0.5175 0.5715 0.1030
H -0.2903 -2.5045 7.7580 -0.1060 0.0719 -0.2252 0.1142
H -1.9764 -0.5269 7.3921 -0.3600 -0.2937 0.6534 0.1211
H -0.3579 -0.1886 7.1568 0.2545 0.7464 0.0428 0.1069
H -0.2257 0.5765 9.4808 0.0751 0.0597 0.0956 0.0979
H -2.0011 -0.3437 10.5130 -0.8190 -0.0653 0.5230 0.1093
H -3.2001 0.4252 9.3982 0.2489 -0.3056 -0.3321 0.1218
H -2.2625 2.7096 10.1513 -0.7103 0.0526 -0.4879 0.1138
H -1.4375 1.9152 11.3470 -0.2240 -0.3586 0.9970 0.1105
H -4.5478 2.4311 13.2012 -0.3316 -0.2272 -0.3576 0.0814
H -4.0639 3.5137 11.8639 0.2458 1.3712 1.2583 0.0919
H -2.8988 2.8282 13.1815 0.5238 0.2775 -0.5359 0.0847
C 5.0946 -5.0360 2.2301 0.8396 0.4600 -0.7651 -0.0510
C 6.1247 -4.2903 1.3115 0.1292 -1.4897 -0.9669 -0.3878
C 7.1487 -5.2605 0.6952 0.8204 -0.2927 0.7329 -0.2025
O 7.8502 -4.7067 -0.4351 -0.8119 0.2867 0.7681 -0.2066
C 8.7952 -5.5896 -0.9721 0.2862 0.0456 -0.6840 -0.1197
N 5.4060 -3.7561 0.1195 -0.0903 1.3183 0.6944 0.0386
H 5.4697 -5.5632 3.1073 0.5859 -0.0482 -0.2295 0.0727
H 4.6762 -5.7555 1.5263 -0.5932 -0.0729 0.4023 0.0623
H 4.3629 -4.3431 2.6456 -0.1884 0.0376 -0.4950 0.0759
H 6.7082 -3.5448 1.8517 -0.3109 0.3400 -0.0490 0.1368
H 6.6967 -6.2172 0.4333 -0.3280 -0.0734 -0.3435 0.1209
H 7.8731 -5.4957 1.4749 0.2959 -0.1189 0.1013 0.1240
H 8.3129 -6.4581 -1.4206 -0.0349 -0.4862 0.4580 0.0880
H 9.5851 -5.8306 -0.2607 -0.1361 -0.3660 0.1925 0.0908
H 9.2945 -5.1334 -1.8269 -0.1068 0.5071 0.1291 0.0880
H 6.0135 -3.8034 -0.6860 0.3538 -0.8045 -0.2310 0.0499
H 5.5237 -2.7628 0.2597 -1.0894 0.6666 0.0500 0.0756
C 2.4621 1.0960 -9.4662 -0.2248 -1.7214 1.1869 -0.0524
C 1.2364 0.1036 -9.3525 3.2214 2.3696 1.6442 -0.4476
C 0.5800 0.3391 -7.9686 -0.8570 -2.5183 -0.8139 -0.2283
O 1.3884 0.0520 -6.8627 0.9739 0.8211 0.8155 -0.1638
C 0.6930 0.3185 -5.6764 -0.3955 0.2825 1.5168 -0.1397
N 0.4458 0.4329 -10.4510 -2.4382 -0.8739 -1.7737 0.0213
H 3.3052 0.6670 -8.9247 0.1184 0.0802 0.1437 0.0645
H 2.1503 1.9600 -8.8794 0.3585 0.6434 -0.7805 0.0740
H 2.7705 1.1752 -10.5086 -0.3104 0.6380 0.1718 0.0729
H 1.6411 -0.9024 -9.4630 -0.4005 -0.1584 0.1626 0.1416
H -0.1169 -0.4954 -7.8904 -1.2125 0.2312 -0.3748 0.1165
H 0.0309 1.2781 -7.8980 0.2631 0.3524 -0.0750 0.1274
H 0.4893 1.3652 -5.4505 0.1134 0.5160 -0.7219 0.0874
H 1.1953 0.0232 -4.7552 0.8282 -0.4438 -0.4726 0.0843
H -0.2799 -0.1578 -5.5557 -0.2762 -0.4217 -0.7342 0.0825
H -0.0938 1.2859 -10.4160 0.4287 0.4760 0.4123 0.0844
H -0.2667 -0.2722 -10.5748 -0.2084 -0.2665 -0.2870 0.0749
```
Positions in Å, forces in eV/Å.

Output
<S²>: 0.758
LUMO (alpha / beta), eV: -3.8017 / -3.7999
Spin multiplicity: 2
Kohn-Sham gap (alpha / beta), eV: 3.24 / 3.26

=====

Please write out number 1 again, unchanged.
Computed, not measured: an isolated molecule of C4H6INO at a distorted geometry, with the ωB97M-V functional and the def2-TZVPD basis.

```
13
Properties=species:S:1:pos:R:3:forces:R:3:nbo_charge:R:1
C 0.5526 1.3187 -0.6113 -3.0024 0.0798 1.4719 -0.6327
C 0.1400 0.3692 0.5473 -0.3912 3.0669 2.2543 -0.0298
C 0.7486 -1.0120 0.4776 0.7628 -1.0153 -1.9188 -0.5145
C -0.6230 -1.4795 0.0574 -2.6741 -1.5025 -0.7556 0.6706
O -1.1811 -2.4718 -0.3662 1.0805 0.6677 0.5809 -0.5803
N -1.1405 -0.2250 0.2613 -0.9069 -0.2201 0.0981 -0.5998
I -2.9036 0.7205 -0.1237 0.5756 -0.5038 0.0203 0.3395
H 0.0159 0.8750 -1.4512 0.9619 0.0668 -0.5805 0.2212
H 1.5729 1.3526 -0.5617 2.7518 0.0673 -0.8904 0.2152
H 0.1802 2.3629 -0.5386 0.0318 -0.7000 0.3508 0.2240
H 0.0730 0.8609 1.5795 0.6160 -0.4845 -1.3345 0.1964
H 1.2601 -1.6504 1.2022 -0.1704 0.8069 0.3455 0.2578
H 1.3050 -1.0212 -0.4727 0.3646 -0.3292 0.3581 0.2324
```
Positions in Å, forces in eV/Å.

Output
SMILES string: C[C@@H]1CC(=O)N1I
LUMO, eV: -0.3153
Kohn-Sham gap, eV: 8.81
Relative energy (zero: lowest compared OMol25 entry of this formula, charge and spin), eV: 1.818